{
  "formula": "C4H6N4",
  "method": "ωB97M-V/def2-TZVPD",
  "gap_ev": 8.47,
  "max_force_ev_per_a": 7.80,
  "e_tot_ha": -374.86467,
  "total_charge": 0,
  "multiplicity": 1,
  "relative_energy_kcal_mol": 123.43,
  "species": ["C", "C", "C", "C", "H", "H", "H", "H", "H", "H", "N", "N", "N", "N"],
  "xyz": [[-0.5299, 1.8893, -0.2266], [-0.2745, 0.5043, -0.3015], [0.4840, -1.4026, 0.1049], [-0.4585, -1.4273, -0.9072], [-0.0554, 1.7020, 1.6101], [0.0175, 3.4499, 0.7919], [-1.6435, 1.8755, 0.1097], [-0.1219, 2.5794, -1.1998], [1.0610, -2.0357, 1.7590], [-0.9925, -2.4291, -1.2809], [0.3392, 2.3815, 0.7469], [0.8489, -0.0127, 0.4645], [0.5982, -2.4008, 0.9914], [-0.8709, -0.3285, -1.3182]],
  "lowdin_charge": [-0.371, -0.312, -0.393, -0.183, 0.151, 0.126, 0.151, 0.205, 0.013, 0.171, -0.088, 0.169, 0.201, 0.160]
}